# 1
A structure of composition C31H25BrF4N2OPS4V at a distorted geometry. Source: OMol25; level of theory: ωB97M-V/def2-TZVPD.

ORCA input file:
```
! wB97M-V def2-TZVPD RIJCOSX def2/J DEFGRID3
* xyz 1 2
V 0.30 0.01 0.31
C 1.48 1.07 6.39
C 2.46 1.70 5.42
N 2.70 0.87 4.20
C 3.95 0.07 4.18
C 3.75 -1.34 4.69
C 1.83 0.84 3.22
S 2.18 -0.18 1.86
N 0.74 1.67 3.44
C -0.27 1.73 2.67
O -0.38 0.95 1.57
C -1.41 2.62 2.88
C -2.47 2.65 1.98
C -3.53 3.52 2.19
C -3.52 4.36 3.30
C -2.47 4.33 4.20
C -1.41 3.46 4.00
H 1.32 1.75 7.23
H 1.85 0.13 6.79
H 0.52 0.89 5.91
H 3.44 1.81 5.89
H 2.13 2.68 5.10
H 4.66 0.61 4.80
H 4.33 0.08 3.16
H 3.32 -1.35 5.69
H 4.71 -1.85 4.74
H 3.10 -1.91 4.03
H -2.48 1.99 1.12
H -4.36 3.55 1.49
H -4.35 5.04 3.46
H -2.47 4.98 5.07
H -0.58 3.42 4.69
F 0.06 3.70 -5.91
C 0.50 2.90 -4.95
C 1.32 1.84 -5.25
F 1.69 1.62 -6.50
C 1.78 1.01 -4.23
F 2.60 0.04 -4.60
C 1.40 1.21 -2.91
P 1.93 0.06 -1.59
C 2.11 -1.56 -2.41
C 0.97 -2.14 -2.96
C 1.04 -3.38 -3.58
C 2.25 -4.05 -3.66
C 3.40 -3.46 -3.14
C 3.33 -2.22 -2.53
C 3.58 0.67 -1.13
C 3.90 2.00 -1.35
C 5.11 2.53 -0.91
C 6.01 1.72 -0.24
C 5.70 0.39 0.00
C 4.49 -0.13 -0.43
C 0.59 2.31 -2.64
Br 0.15 2.81 -0.88
C 0.14 3.15 -3.64
F -0.62 4.20 -3.37
H 0.02 -1.62 -2.92
H 0.14 -3.81 -4.00
H 2.31 -5.02 -4.13
H 4.35 -3.96 -3.23
H 4.25 -1.76 -2.19
H 3.22 2.64 -1.90
H 5.34 3.57 -1.10
H 6.96 2.12 0.09
H 6.40 -0.26 0.52
H 4.26 -1.17 -0.20
S -2.48 -3.08 -1.11
C -1.50 -1.93 -0.61
S -0.22 -2.13 0.61
S -1.46 -0.25 -1.18
*
```

Values from the calculation:
**<S²>**: 0.776
**Gap between HOMO and LUMO (alpha / beta)**: 0.2431 / 0.2586 Eh
**E_tot**: -196806.0286 eV
**E_HOMO (alpha / beta)**: -0.4021 / -0.4022 Ha
**Energy above the lowest of the compared OMol25 structures with the same formula, charge and spin**: 9.41 kcal per mole
**Maximum force**: 0.0494 hartree/bohr

# 2
A structure of composition C31H25Cl5N2O4PRuS at a distorted geometry. Source: OMol25; level of theory: ωB97M-V/def2-TZVPD.

ORCA input file:
```
! wB97M-V def2-TZVPD RIJCOSX def2/J DEFGRID3
* xyz 0 2
Ru 1.89 -0.49 0.17
C 3.96 0.20 0.21
C 3.16 1.34 0.49
C 2.45 1.12 1.70
C 2.76 -0.19 2.13
C 3.75 -0.73 1.26
H 4.60 0.09 -0.65
H 3.07 2.20 -0.16
H 1.74 1.79 2.15
H 2.35 -0.67 3.01
H 4.23 -1.69 1.36
O 1.94 1.13 -2.14
S 0.80 0.51 -2.79
O 0.96 0.19 -4.18
O 0.32 -0.60 -1.93
C -0.51 1.73 -2.69
C -0.94 2.29 -3.88
C -1.94 3.26 -3.88
C -2.50 3.66 -2.68
C -2.06 3.09 -1.49
C -1.06 2.12 -1.48
P -0.50 1.44 0.14
C -2.01 0.61 0.74
C -3.02 0.20 -0.13
C -4.10 -0.53 0.35
C -4.19 -0.86 1.70
C -3.17 -0.48 2.56
C -2.08 0.23 2.08
C -0.43 3.02 1.06
C -1.28 3.42 2.09
C -1.10 4.65 2.72
C -0.06 5.48 2.33
C 0.79 5.10 1.30
C 0.60 3.88 0.68
H -0.49 1.96 -4.81
H -2.27 3.69 -4.81
H -3.29 4.40 -2.66
H -2.51 3.41 -0.56
H -2.97 0.46 -1.18
H -4.89 -0.84 -0.33
H -5.04 -1.42 2.07
H -3.22 -0.74 3.61
H -1.27 0.48 2.75
H -2.11 2.80 2.39
H -1.77 4.95 3.51
H 0.08 6.44 2.83
H 1.59 5.75 0.98
H 1.26 3.58 -0.14
C -1.58 -3.83 -1.21
N -0.70 -2.79 -0.73
C -0.60 -2.43 0.54
N -1.33 -3.10 1.47
O 0.13 -1.49 0.94
H -1.60 -3.80 -2.29
H -2.61 -3.69 -0.85
H -1.23 -4.83 -0.91
H -0.27 -2.15 -1.40
H -1.73 -3.99 1.25
H -1.04 -2.96 2.42
Cl 1.97 -3.21 2.52
C 2.35 -3.55 0.85
C 2.49 -2.53 -0.10
C 2.96 -2.96 -1.34
Cl 3.26 -1.80 -2.59
C 3.20 -4.30 -1.66
Cl 3.76 -4.75 -3.22
C 2.98 -5.29 -0.71
Cl 3.23 -6.94 -1.09
C 2.56 -4.90 0.56
Cl 2.32 -6.13 1.75
*
```

Values from the calculation:
**<S²>**: 0.758
**Gap between HOMO and LUMO (alpha / beta)**: 0.2797 / 0.2858 Eh
**E_tot**: -129041.8267 eV
**E_HOMO (alpha / beta)**: -0.2719 / -0.3077 Ha
**Energy above the lowest of the compared OMol25 structures with the same formula, charge and spin**: 38.02 kcal per mole
**Maximum force**: 0.0342 hartree/bohr

# 3
A structure of composition C31H25IIrN7O8 at a distorted geometry. Source: OMol25; level of theory: ωB97M-V/def2-TZVPD.

ORCA input file:
```
! wB97M-V def2-TZVPD RIJCOSX def2/J DEFGRID3
* xyz 1 6
Ir 1.83 -0.17 0.55
O 1.60 -0.39 6.73
C 1.66 -0.24 5.41
C 2.73 -0.68 4.63
C 2.68 -0.51 3.27
N 1.63 0.05 2.63
C 0.67 0.57 3.41
C 0.63 0.43 4.77
C -0.41 1.54 2.79
O -1.56 1.14 2.96
O 0.13 2.56 2.36
C 3.88 -0.84 2.41
O 4.87 -1.33 2.90
O 3.72 -0.51 1.16
H 2.37 -0.84 7.08
H 3.62 -1.14 5.06
H -0.19 0.85 5.34
O 1.79 2.27 -0.43
C 0.59 2.03 -0.43
N -0.46 2.78 -0.82
C -1.73 2.16 -0.49
C -1.22 0.75 0.02
O -1.96 -0.16 0.33
N 0.13 0.80 0.02
C -2.43 2.80 0.70
C -3.63 2.25 1.18
C -4.30 2.84 2.23
C -3.77 3.97 2.86
C -2.57 4.50 2.42
C -1.90 3.92 1.35
C -2.56 1.92 -1.74
C -3.88 2.34 -1.87
C -4.58 2.09 -3.04
C -3.97 1.41 -4.09
C -2.65 1.00 -3.97
C -1.95 1.25 -2.80
H -0.37 3.73 -1.15
H -4.02 1.34 0.73
H -5.23 2.42 2.58
H -4.28 4.41 3.70
H -2.15 5.37 2.90
H -0.98 4.37 1.00
H -4.35 2.89 -1.07
H -5.60 2.42 -3.14
H -4.52 1.23 -5.01
H -2.17 0.49 -4.79
H -0.92 0.92 -2.71
I 4.71 0.41 -1.54
C 2.84 -2.86 -1.03
C 3.92 -3.42 -1.69
C 4.73 -4.31 -1.00
C 4.42 -4.62 0.31
C 3.34 -3.99 0.90
N 2.59 -3.11 0.25
H 4.13 -3.15 -2.72
H 5.59 -4.74 -1.49
H 5.02 -5.33 0.87
H 3.08 -4.19 1.94
C -0.57 -2.54 -4.38
N 0.14 -2.15 -3.18
C 1.59 -2.09 -3.16
C 1.88 -1.85 -1.67
O 2.27 -0.50 -1.41
N 0.61 -1.94 -0.99
C -0.34 -2.09 -1.91
N -1.63 -2.23 -1.61
H -0.32 -1.85 -5.19
H -1.65 -2.49 -4.21
H -0.30 -3.55 -4.69
H 1.96 -1.27 -3.77
H 2.01 -3.03 -3.52
H -1.90 -1.91 -0.69
H -2.32 -2.19 -2.34
*
```

Values from the calculation:
**<S²>**: 8.776
**Gap between HOMO and LUMO (alpha / beta)**: 0.3221 / 0.1800 Eh
**E_tot**: -70294.4335 eV
**E_HOMO (alpha / beta)**: -0.4185 / -0.4061 Ha
**Energy above the lowest of the compared OMol25 structures with the same formula, charge and spin**: 58.45 kcal per mole
**Maximum force**: 0.0377 hartree/bohr

# 4
A cluster of 3 separate species, C31H25N3O9P2 in total. Source: OMol25; level of theory: ωB97M-V/def2-TZVPD.

ORCA input file:
```
! wB97M-V def2-TZVPD RIJCOSX def2/J DEFGRID3
* xyz 0 1
N -2.93 6.92 2.56
P -3.05 5.36 2.51
C -1.47 4.42 2.49
C -0.75 4.41 3.83
O -0.34 5.73 4.14
N 0.01 5.77 5.58
O 1.14 5.65 5.73
O -1.81 3.05 2.10
C -1.80 2.04 3.01
O -0.92 1.24 3.07
P -0.51 5.09 0.95
N 0.08 6.59 1.42
O 0.90 4.27 1.18
H -3.39 7.36 1.77
H -3.69 4.75 3.61
H -3.70 4.80 1.39
H 0.11 3.74 3.77
H -1.43 4.05 4.62
H -2.71 1.99 3.64
H -0.67 7.17 1.80
H 0.82 6.53 2.11
H 0.82 3.36 0.86
O 1.61 0.94 -4.79
C 2.21 0.55 -3.80
C 3.54 -0.10 -3.91
C 4.12 -0.25 -5.17
C 5.37 -0.84 -5.29
C 6.05 -1.28 -4.16
C 5.48 -1.14 -2.91
C 4.22 -0.55 -2.78
C 3.62 -0.43 -1.42
O 4.19 -0.87 -0.44
C 2.29 0.24 -1.31
C 1.72 0.40 -0.05
C 0.49 1.03 0.08
C -0.17 1.51 -1.05
C 0.40 1.36 -2.31
C 1.63 0.72 -2.44
H 3.58 0.10 -6.03
H 5.81 -0.95 -6.27
H 7.02 -1.73 -4.26
H 5.99 -1.48 -2.02
H 2.24 0.02 0.82
H 0.05 1.15 1.06
H -1.12 2.01 -0.95
H -0.10 1.72 -3.19
O -2.21 -4.69 2.66
C -2.06 -4.58 1.46
C -3.15 -4.94 0.51
C -4.36 -5.40 1.02
C -5.39 -5.72 0.15
C -5.22 -5.59 -1.22
C -4.01 -5.14 -1.73
C -2.97 -4.82 -0.87
C -1.68 -4.35 -1.45
O -1.51 -4.28 -2.65
C -0.60 -3.97 -0.49
C 0.61 -3.49 -1.00
C 1.62 -3.11 -0.14
C 1.43 -3.20 1.24
C 0.24 -3.67 1.75
C -0.78 -4.06 0.89
H -4.47 -5.49 2.09
H -6.33 -6.08 0.55
H -6.03 -5.83 -1.89
H -3.86 -5.03 -2.80
H 0.73 -3.43 -2.07
H 2.56 -2.74 -0.52
H 2.22 -2.88 1.91
H 0.07 -3.75 2.82
*
```

Values from the calculation:
**Gap between HOMO and LUMO**: 0.2805 Eh
**E_tot**: -74025.1676 eV
**E_HOMO**: -0.3214 Ha
**SMILES string**: N=[PH2][C@@](CON=O)(OC=O)P(N)O.O=C1c2ccccc2C(=O)c2ccccc21.O=C1c2ccccc2C(=O)c2ccccc21
**Maximum force**: 0.0089 hartree/bohr

Q: What is the E_tot in the first record?
A: -196806.0286 eV